Record 1
A cluster of 2 separate species, C23H20BF3NO5 in total, computed with wB97M-V/def2-TZVPD.

As for the net charge: +1. The calculation puts the lowest unoccupied orbital energy at -6.2 eV. For the highest occupied orbital energy, the calculation gives -10.82 eV. The energy is -1643.6287 Eh.

Last column: Löwdin charge in e.
Element x y z (Å)
H1 3.65140 -1.19399 -4.11577  0.09
C1 0.04155 1.22019 0.54581  0.02
H2 0.88102 -4.42502 1.05932  0.14
H3 2.33079 1.99240 -0.78767  0.13
H4 6.37639 -0.65248 -1.37937  0.12
H5 2.75535 -0.68042 7.48807  0.15
N1 0.80164 0.54301 -0.56952  -0.11
C2 1.19347 -0.64021 4.43997  0.06
C3 -2.39410 -3.49404 1.36803  0.06
O1 1.93828 0.28137 1.52123  0.15
C4 1.91775 -1.66074 3.75754  -0.16
H6 -1.15773 -0.17144 -1.14317  0.16
C5 0.01505 -3.86460 1.41188  0.02
O2 1.15422 2.16220 2.51069  0.16
C6 4.56679 -0.50601 -0.02305  -0.01
H7 4.97693 -0.11931 0.90754  0.12
H8 0.77320 2.41564 -1.54762  0.12
H9 3.69059 -2.92854 3.91486  0.15
H10 0.39561 -0.08378 3.94873  0.12
C7 -1.25523 -4.23239 1.00745  -0.03
H11 0.00155 -0.09160 -2.49628  0.16
C8 1.47925 -0.36304 5.76873  -0.19
C9 1.48108 1.59491 -1.35589  0.04
H12 5.41541 -1.41096 -3.94429  0.10
H13 2.40710 -2.61211 1.90410  0.15
F1 0.67796 0.54624 6.42766  0.07
O3 3.17040 -1.34085 -1.52961  0.04
C10 -0.92493 -2.07681 2.71272  0.09
H14 -1.37114 -5.08576 0.33612  0.13
C11 5.30968 -0.79917 -1.21187  0.00
B1 1.75872 -0.45610 0.26983  -0.76
H15 4.31935 -2.73939 -3.55494  0.10
C12 3.24910 -0.85571 -0.23937  -0.10
C13 2.55907 -0.92131 6.45131  0.12
H16 1.82293 1.18682 -2.31749  0.12
C14 0.30928 -1.71024 -1.09496  -0.40
H17 -3.38170 -3.69923 0.94654  0.14
C15 3.34976 -1.81259 5.72312  -0.20
H18 -0.80314 0.59282 0.86804  0.16
O4 1.01794 -1.70121 0.09211  0.07
C16 0.25548 -2.70783 2.22431  -0.16
C17 1.57378 -2.18809 2.46217  0.16
F2 -3.24079 -1.56863 2.47316  0.05
H19 -0.88802 -1.25416 3.41808  0.11
C18 -0.10012 -0.30557 -1.42644  0.04
C19 4.39745 -1.27034 -2.12166  -0.33
C20 4.44386 -1.65643 -3.51495  -0.01
C21 3.06433 -2.19043 4.42085  0.09
C22 -2.18175 -2.41336 2.21148  -0.21
C23 1.05399 1.32458 1.64116  -0.42
F3 4.46476 -2.32939 6.34938  0.06
O5 0.11869 -2.72737 -1.71541  0.16
H20 -0.34039 2.20265 0.24796  0.16

---

Record 2
An isolated molecule of C16H12FN3O2, computed with wB97M-V/def2-TZVPD.

The calculation puts the lowest unoccupied orbital energy at -0.4 eV. The SMILES is O=[N+]([O-])c1cn([C@H](c2ccccc2)c2cccc(F)c2)cn1. For the highest occupied orbital energy, the calculation gives -9.30 eV. The energy is -1031.3618 Eh.

Last column: Löwdin charge in e.
Element x y z (Å)
H1 2.08036 3.05418 1.27542  0.16
C1 4.42311 -0.30116 2.01356  -0.06
H2 -0.37782 0.24023 2.44522  0.12
H3 3.44914 2.80502 -1.06617  0.12
C2 -0.54385 3.50097 1.51832  -0.04
O1 -0.30310 0.26004 -4.04952  0.04
N1 1.60737 1.75250 -0.48261  0.04
H4 -2.25911 4.75793 1.92083  0.11
C3 1.90253 0.22794 3.10969  -0.05
C4 0.07575 2.27475 1.73759  -0.18
H5 3.97867 1.29243 0.64432  0.10
C5 0.70197 1.14729 -1.33994  0.02
C6 3.59271 0.70076 1.48067  -0.04
O2 1.56471 1.20392 -4.85522  0.06
N2 2.32926 2.04961 -2.61748  0.13
H6 0.99402 0.39741 3.65769  0.09
H7 -0.03995 4.25684 0.89989  0.12
C7 2.70693 -0.77348 3.66053  -0.07
H8 -0.20188 0.61678 -1.12643  0.12
H9 5.39693 -0.52427 1.54579  0.11
C8 1.51659 2.08022 1.25767  -0.01
F1 -2.64431 0.56398 3.57106  0.04
C9 -1.78496 3.79079 2.12593  -0.06
C10 -0.69634 1.27863 2.39473  0.02
C11 2.55441 2.26013 -1.31984  -0.19
C12 2.31277 0.99196 1.98834  -0.16
C13 1.17183 1.33870 -2.65226  -0.25
C14 -1.89677 1.58396 3.02367  -0.24
H10 2.34171 -1.36397 4.50591  0.11
H11 -3.47058 3.03441 3.34060  0.13
C15 -2.47200 2.84571 2.90599  0.00
H12 4.59972 -1.84211 3.54841  0.11
C16 3.97748 -1.02591 3.13428  -0.08
N3 0.77249 0.90332 -3.94275  -0.32

---

Record 3
An isolated molecule of C3H6N2O4, computed with wB97M-V/def2-TZVPD.

The calculation puts the lowest unoccupied orbital energy at 0.5 eV. The SMILES is [O-]/[N+](C/C(O)=C\O)=N\O. For the highest occupied orbital energy, the calculation gives -8.61 eV. The energy is -528.2070 Eh.

Last column: Löwdin charge in e.
Element x y z (Å)
O1 1.34174 1.09792 -0.86179  -0.02
H1 -2.73617 -0.87609 -0.90289  0.11
C1 -1.85354 -0.91307 -0.34793  -0.14
H2 -0.61427 -2.18864 0.31510  0.11
H3 0.16065 -0.57309 1.49992  0.11
C2 -1.19394 0.25000 -0.06839  -0.23
O2 -1.54961 -2.16846 0.00817  0.03
C3 0.03279 0.29018 0.90989  -0.01
H4 -1.29243 2.27136 -0.32132  0.11
O3 3.20274 -0.25325 -0.37007  -0.03
H5 2.79034 0.38341 -1.14771  0.15
H6 0.02017 1.26758 1.32279  0.13
N1 2.17720 -0.38636 0.46246  0.02
O4 -1.70827 1.44258 -0.61489  0.01
N2 1.22261 0.35595 0.11667  -0.36